Computed, not measured: a cluster of 12 separate species, C27H81N14O14 in total, with ωB97M-V/def2-TZVPD.

Its electronic energy is -78839.2257 eV. Its net charge is -1. The max |F| comes out at 2.48 eV/Å.

Cartesian coordinates (Å):
C -12.40101 -6.78904 -1.44146
C -11.62532 -5.44934 -1.33356
O -12.41399 -4.36764 -0.98066
H -12.90025 -6.87991 -0.46926
H -11.74464 -7.65147 -1.59255
H -13.28083 -6.82461 -2.09257
H -11.05299 -5.27997 -2.27725
H -10.86570 -5.60197 -0.54493
C -8.02930 -4.62150 4.09894
C -9.03167 -3.70714 3.33949
C -8.66810 -3.65366 1.86173
O -7.47623 -2.89120 1.75667
C -7.03461 -2.68096 0.44642
N -10.35541 -4.32488 3.52763
H -8.37494 -4.63875 5.13558
H -7.03073 -4.17351 4.10270
H -7.99508 -5.64300 3.72221
H -8.92380 -2.70889 3.76611
H -9.45866 -3.12333 1.31793
H -8.56241 -4.64445 1.40167
H -7.61598 -2.04545 -0.22990
H -6.89326 -3.64699 -0.05515
H -6.04459 -2.22107 0.43636
H -10.27667 -4.95294 4.31845
H -10.43060 -5.01267 2.77861
C -12.89730 -1.79985 -4.39286
C -13.55325 -3.16599 -4.63483
C -12.66373 -4.08630 -5.40401
O -12.18850 -3.44860 -6.59383
C -11.63475 -4.34995 -7.50311
N -14.00360 -3.65086 -3.33223
H -12.93272 -1.19781 -5.30803
H -11.82247 -1.98486 -4.33430
H -13.22613 -1.15088 -3.58617
H -14.48112 -2.95457 -5.17518
H -13.25070 -4.96939 -5.70202
H -11.82484 -4.55772 -4.87333
H -11.22758 -3.82649 -8.36935
H -12.36773 -5.06336 -7.88900
H -10.81122 -4.84069 -6.96841
H -13.20234 -3.88053 -2.71381
H -14.43644 -4.57158 -3.40038
C -9.83141 -8.03041 -3.17619
C -10.40406 -9.31059 -3.75153
C -10.43855 -9.41770 -5.29094
O -11.40538 -8.48577 -5.73787
C -11.48580 -8.33594 -7.14425
N -9.78020 -10.49919 -3.18407
H -8.74321 -8.10571 -3.12988
H -10.33986 -8.02824 -2.20990
H -10.05698 -7.10264 -3.69957
H -11.46329 -9.42819 -3.47541
H -10.72768 -10.42692 -5.59770
H -9.42798 -9.18822 -5.64972
H -10.64484 -7.78040 -7.55196
H -12.50001 -8.00979 -7.36058
H -11.43066 -9.33857 -7.59051
H -10.35339 -11.33024 -3.27895
H -9.79847 -10.33915 -2.17712
C -16.79528 -10.30494 1.92099
C -15.76519 -10.08492 3.02316
C -15.00816 -11.31773 3.45428
O -14.47135 -12.01914 2.34694
C -13.98677 -13.30975 2.66368
N -14.87078 -9.03541 2.54796
H -17.53643 -11.05032 2.21633
H -16.31743 -10.65447 1.00123
H -17.30146 -9.39877 1.59824
H -16.34151 -9.72813 3.88716
H -15.76455 -12.00820 3.85786
H -14.21949 -11.13382 4.18809
H -13.56455 -13.76591 1.77208
H -14.86640 -13.87117 2.99700
H -13.24014 -13.30829 3.46172
H -14.53200 -8.38339 3.24704
H -15.29250 -8.39875 1.88399
C -15.52241 -0.74949 -1.25116
C -16.71643 -1.41901 -0.59535
O -16.39069 -1.54157 0.79614
O -14.32909 -1.48700 -1.19547
H -15.39885 0.21499 -0.75469
H -15.71852 -0.52890 -2.30929
H -16.89026 -2.42633 -0.98562
H -17.57715 -0.76349 -0.77732
H -17.22965 -1.81130 1.18543
H -14.24806 -2.12896 -1.92050
C -11.48497 -9.48633 3.45054
C -11.06907 -8.10957 2.90925
O -10.58139 -7.38419 4.05706
O -10.50948 -10.37493 4.01864
H -12.02255 -10.04317 2.67187
H -12.20020 -9.42549 4.27311
H -12.00231 -7.68848 2.52818
H -10.31763 -8.12647 2.12221
H -11.34042 -6.88854 4.38166
H -10.07478 -10.84307 3.30028
C -17.36718 -6.00626 0.26599
O -17.17090 -5.11458 1.06784
N -16.72858 -6.16625 -0.93664
N -18.41381 -6.91384 0.41422
H -15.97187 -5.52381 -1.12257
H -17.01906 -6.93253 -1.51546
H -19.00143 -6.74770 1.21055
H -18.76311 -7.31040 -0.43865
C -15.38889 -7.94229 -3.95381
O -16.32745 -8.05913 -3.14929
N -15.50205 -7.13699 -5.07766
N -14.25702 -8.68544 -3.99903
H -14.89967 -7.34523 -5.84790
H -16.33809 -6.59963 -5.21264
H -13.55315 -8.59224 -4.70949
H -14.05742 -9.28654 -3.21120
C -13.70907 -10.67584 -1.30454
O -13.52100 -11.00848 -2.48635
N -13.93675 -9.40164 -0.86561
N -13.66731 -11.61163 -0.28792
H -13.94853 -8.60326 -1.46901
H -14.31481 -9.41809 0.06268
H -13.93019 -11.42605 0.67483
H -13.53217 -12.56503 -0.57011
C -8.72361 -6.83459 0.22728
O -9.55900 -7.52885 0.79721
N -8.95245 -5.98312 -0.79205
N -7.40371 -6.83454 0.64688
H -8.24160 -5.49640 -1.29682
H -9.89627 -6.03623 -1.15207
H -6.76765 -6.18703 0.22944
H -7.18110 -7.49463 1.36665
C -10.72538 -0.91771 -1.29646
O -11.28849 -0.97171 -0.21454
N -10.35641 0.28912 -1.86764
N -10.51904 -1.98279 -2.10925
H -9.91412 0.34800 -2.76185
H -10.69119 1.10994 -1.39909
H -10.07917 -1.84357 -2.99362
H -10.99125 -2.83786 -1.79104

Atomic forces in eV per Å
C -0.36 0.34 1.05
C -2.03 1.00 0.62
O 0.79 -0.74 -1.29
H 0.40 -0.17 0.23
H -0.63 0.08 0.14
H 0.44 0.41 -0.76
H 0.18 -0.06 -0.38
H -1.61 0.19 0.23
C 0.20 1.15 0.16
C 0.99 -1.95 0.31
C -0.72 1.02 -0.10
O 0.43 0.37 -0.14
C 0.70 -0.46 -0.54
N 0.00 0.14 -0.55
H 0.16 -0.20 0.10
H 0.05 -0.20 -0.07
H -0.12 0.04 -0.17
H -0.47 0.10 -0.11
H -0.18 -0.11 -0.05
H 0.15 0.07 0.32
H -0.73 -0.07 0.46
H -0.14 -0.12 -0.18
H 0.06 0.01 0.54
H -0.03 0.23 0.25
H -0.39 0.22 -0.18
C 1.25 0.17 -1.62
C -1.04 1.67 1.44
C 0.00 -1.19 -1.29
O -0.59 0.57 0.11
C 0.51 0.00 0.38
N 0.59 -0.96 0.14
H -0.32 -0.06 -0.05
H 0.00 0.17 0.59
H -0.23 -0.56 0.31
H 0.16 -0.33 -0.50
H -0.23 0.02 -0.06
H 0.13 0.62 0.50
H -0.02 0.26 0.18
H -0.06 -0.27 0.20
H 0.03 -0.53 -0.45
H -0.05 0.36 0.56
H -0.27 0.15 -0.26
C -0.06 -0.83 0.04
C -1.77 -0.92 -1.42
C 0.42 0.43 0.97
O -0.08 0.40 -0.12
C -0.03 -1.72 0.56
N 1.02 0.05 0.82
H 0.00 -0.09 0.37
H 1.16 0.57 0.08
H -0.44 -0.22 -0.16
H -0.13 0.82 -0.06
H 0.07 -0.10 -0.05
H -0.05 0.02 -0.40
H -0.23 0.58 -0.08
H 0.27 0.74 -0.23
H 0.07 -0.03 -0.16
H -0.26 0.18 -0.39
H 0.38 -0.12 -0.04
C 0.18 -0.84 -0.49
C -0.42 1.49 -0.35
C -0.70 -1.17 -0.31
O 0.73 0.45 -0.39
C -0.81 0.27 0.32
N 0.76 0.62 -0.32
H -0.02 0.03 -0.05
H 0.11 -0.26 0.12
H -0.10 0.28 0.50
H 0.16 -0.20 0.25
H 0.08 0.15 0.57
H -0.09 0.24 0.08
H -0.03 0.10 -0.07
H 0.24 -0.48 0.06
H 0.07 0.16 0.00
H 0.14 -0.51 0.37
H -0.43 -0.26 -0.16
C 0.24 -0.49 -0.94
C 1.06 -0.06 0.19
O -1.02 0.35 -0.38
O 0.16 0.41 0.52
H 0.34 -0.04 0.16
H -0.52 0.09 -0.02
H -0.09 0.10 -0.28
H -0.20 -0.13 0.16
H 0.32 -0.22 0.43
H -0.41 -0.14 0.17
C -0.60 -0.99 -0.48
C -0.38 -1.57 1.89
O -0.16 0.60 -0.43
O 0.45 0.36 -0.29
H -0.01 0.16 -0.21
H -0.13 0.66 -0.02
H 0.10 0.30 -0.21
H -0.45 -0.23 0.80
H 0.18 0.01 0.16
H 0.08 0.14 -0.02
C -0.76 0.55 -0.98
O 0.36 -0.31 0.25
N -0.29 0.43 1.42
N 0.74 -0.18 0.25
H 0.02 -0.32 -0.28
H 0.77 0.03 -0.58
H -0.26 0.00 -0.24
H -0.44 -0.16 0.25
C -1.16 -0.58 -1.34
O 1.39 0.35 -0.19
N 0.06 0.20 0.67
N -0.52 0.13 1.07
H -0.04 0.28 -0.25
H -0.03 -0.14 -0.04
H 0.20 0.24 0.08
H 0.06 -0.55 -0.56
C 0.24 -0.52 -0.14
O 0.12 0.52 0.76
N 0.00 -1.79 0.21
N 0.00 0.46 -0.60
H -0.17 0.15 0.16
H 0.05 1.03 0.28
H 0.10 -0.01 -0.19
H -0.11 0.07 -0.10
C 1.69 0.27 0.26
O 0.53 0.44 -1.57
N 0.35 -0.92 0.04
N -0.95 -0.33 -0.20
H 0.27 -0.04 0.01
H 0.80 0.26 -0.46
H 0.44 -0.12 0.27
H 0.37 0.22 0.11
C -1.20 0.39 0.29
O 0.82 0.17 -0.52
N 0.25 0.16 0.45
N 0.21 -0.62 0.97
H -0.10 0.14 -0.13
H 0.14 0.05 -0.08
H -0.14 -0.35 -0.22
H -0.02 -0.12 -0.23

Here are the Löwdin charges for atoms 1 to 6, given in e:
1. C -0.091
2. C -0.509
3. O -0.311
4. H 0.070
5. H 0.033
6. H 0.047